Record 1
137
Properties=species:S:1:pos:R:3 method="wB97M-V/def2-TZVPD" orbital_gap_ev=7.11 smiles="CCOB(O)[C@H](CCCS)O[C@@](COC(F)(F)F)([C@@H](C)F)[C@@H](CNC)NCCCSC(=S)N(c1ccccc1)c1ccccc1.O=C1c2ccccc2C(=O)c2ccccc21.O=C1c2ccccc2C(=O)c2ccccc21" charge=0 e_lumo_ev=-1.1002
S -3.58 2.66 0.80
C 5.95 3.71 -2.55
H -7.51 0.85 -0.93
H -7.19 3.67 4.73
C -2.10 0.73 -1.73
H -10.10 -0.52 3.23
C -5.71 2.15 -1.12
H -0.72 -0.44 1.50
H -9.76 2.93 2.06
C -9.30 0.02 3.87
H 3.11 1.89 -2.96
H 10.94 1.30 -4.66
C 12.48 -5.83 -1.84
C -1.35 0.85 -0.36
H -9.55 1.45 -0.54
C -2.65 -0.64 -2.23
C -0.56 2.32 2.70
H -9.07 -0.72 4.73
C 1.52 1.79 1.12
B -6.02 -2.75 2.66
C 0.39 2.18 3.94
H -4.46 3.99 -1.06
H -5.77 -4.00 -2.24
O -7.00 -0.50 2.79
H 13.09 -6.66 -1.49
C -10.88 0.62 5.53
H 10.30 -2.88 -3.09
C -7.84 -2.40 0.25
C -6.67 1.19 -0.24
C 12.31 -3.59 -2.74
C -1.23 -0.45 0.48
C 4.05 4.83 -1.56
C 11.10 -5.94 -1.85
H -0.02 2.31 5.00
C -8.42 -2.41 1.75
H 2.59 1.70 4.72
H -8.82 3.28 3.97
H -7.81 -4.72 0.42
S -5.78 -4.15 -0.86
H -8.69 -2.00 -0.42
O 8.11 4.63 -2.58
C 5.69 1.48 -3.64
H -2.25 1.63 -2.41
H 10.63 -6.86 -1.51
O 15.25 -5.46 -1.83
H -8.62 -3.53 2.01
O -6.01 -4.18 2.43
H 2.02 1.61 0.09
C 7.14 1.43 -3.90
C 7.96 2.51 -3.56
C 1.91 1.83 3.82
C 7.39 3.69 -2.87
C 14.42 -2.22 -3.16
C -1.93 3.17 0.13
H -6.03 0.29 0.09
H -8.50 0.20 0.91
H 2.16 3.82 -1.74
H -7.34 3.59 2.90
H -1.67 2.54 2.83
H -10.68 4.02 -0.85
H -9.23 4.20 0.40
C 14.57 -4.53 -2.22
C -8.02 0.49 3.05
O -10.03 1.12 4.52
C 3.22 3.79 -1.97
H 9.97 3.30 -3.59
F -11.78 1.69 5.87
H -10.65 1.33 1.89
H 16.88 0.03 -3.82
H 3.57 1.38 2.27
C -9.74 1.93 1.51
O -4.71 -2.11 2.74
C 16.40 -0.89 -3.49
H -9.44 -1.91 1.73
H 7.06 -0.54 -4.77
H -4.97 1.48 -1.69
C -2.52 -1.95 -1.37
C 9.06 0.25 -4.77
C -7.70 3.08 3.87
H -3.21 -0.74 -3.22
C 10.92 -3.71 -2.74
C -1.78 -1.82 -0.01
C 5.41 4.80 -1.86
H -6.96 -1.68 0.09
H -6.33 2.70 -1.94
H 9.49 -0.63 -5.23
H -3.59 -4.77 3.59
C -7.25 1.56 4.02
C -7.41 -1.87 2.88
H -1.65 -2.73 0.67
C 2.46 1.65 2.37
O 4.96 0.57 -3.99
H -4.83 -3.00 4.74
H -3.51 -1.74 4.52
C -7.54 -3.90 -0.33
H -6.13 1.51 3.72
H 9.23 -4.96 -2.29
C 15.20 -3.26 -2.65
H -7.38 2.86 0.86
C 10.32 -4.88 -2.29
H 18.26 -1.80 -2.87
H 17.19 -3.91 -2.14
C 13.09 -4.65 -2.27
C 12.94 -2.35 -3.22
H -8.21 -4.08 -1.25
S -1.68 4.76 -0.38
C -4.95 3.28 -0.28
C 9.33 2.46 -3.84
C -8.36 1.13 1.59
F -11.68 -0.48 5.15
H -5.65 3.96 0.34
C 5.12 2.66 -2.94
H 14.43 -0.23 -3.99
C 15.02 -1.04 -3.59
H -2.94 -2.96 -1.70
H -2.21 -3.89 4.51
N -0.83 2.18 0.02
C 9.87 1.34 -4.45
C 3.76 2.70 -2.65
C 7.69 0.30 -4.51
H -7.76 -2.22 3.94
H -8.98 3.48 -1.27
N -7.19 1.86 0.99
H 6.05 5.62 -1.54
C 17.18 -1.92 -2.96
N -10.03 2.15 0.03
H 3.64 5.67 -1.02
C -4.06 -2.59 3.97
C 0.00 2.12 1.24
O 12.26 -1.44 -3.67
H -2.47 -3.60 2.72
H -6.45 -4.67 3.16
C -9.73 3.55 -0.39
C -3.01 -3.78 3.70
F -7.26 1.12 5.42
F -10.20 0.28 6.73
C 16.58 -3.11 -2.55

Record 2
139
Properties=species:S:1:pos:R:3 method="wB97M-V/def2-TZVPD" orbital_gap_ev=5.48 charge=0 relative_energy_ev=2.4780 e_lumo_ev=-1.3610
H 3.69 -7.04 1.76
C -4.53 3.96 3.51
H -0.01 0.58 -6.21
H -1.54 3.79 2.85
C 1.66 2.31 -4.71
Cl -0.04 2.49 6.43
H 6.45 1.81 -0.73
C -3.16 0.04 1.70
Si 2.84 -1.38 -1.74
H 0.43 4.05 -4.27
H -4.82 4.67 4.29
H -2.77 3.24 4.54
H 0.52 6.49 1.34
C -0.31 3.16 1.26
H -0.91 5.79 2.03
H 4.10 -3.41 -0.94
H 2.68 -0.40 -4.00
H -4.16 -4.80 -0.49
H 2.61 5.86 0.35
C -3.29 1.80 3.06
H -4.36 -1.69 1.51
H -1.18 -0.53 -5.53
C 1.71 -2.71 -2.47
N 0.07 2.24 0.32
C 1.62 6.08 -1.56
H -4.45 -3.52 -3.56
C -3.20 -2.92 -0.56
C 4.24 -2.33 -0.87
H -5.76 -3.31 -1.69
O 5.29 -6.23 3.37
C -3.43 -3.64 -3.92
H -6.61 1.43 2.37
C -0.31 1.22 5.30
H 4.85 0.28 -1.63
H 0.80 6.69 -1.17
H 5.97 3.16 1.31
C 3.29 0.64 -0.16
H 2.58 2.67 -4.23
H 4.18 0.19 -3.30
C -5.70 -3.29 -0.60
C 1.59 -4.64 0.55
H 1.89 5.46 3.25
C -1.34 2.98 2.15
H 1.81 -1.16 -5.91
C -2.78 -1.72 0.11
C -0.29 -0.24 -2.88
C -4.33 -3.79 -0.12
H 1.99 1.75 -5.59
H -3.12 -2.70 -4.37
H -3.43 -4.41 -4.70
C 1.42 2.55 -1.68
C -0.07 0.31 3.01
H 4.31 -2.06 0.19
H 5.22 -2.10 -1.31
H -2.82 -4.99 -2.35
H 4.06 -1.48 -3.86
C -5.19 0.09 3.32
H 1.53 -2.48 -3.52
C 3.52 -0.67 -3.35
Ta 0.01 0.02 0.48
H -0.06 3.17 -5.71
C -0.12 -0.24 -5.49
H 2.36 6.75 -2.00
H -1.03 -2.04 -3.69
Cl 1.31 2.62 3.79
C -2.49 -4.04 -2.77
H -5.35 0.52 4.32
C -1.56 -1.88 -1.66
H 2.12 3.19 -2.20
C 5.24 2.46 0.91
H 0.38 4.95 3.99
C 0.80 3.51 -5.14
H -6.26 -0.02 1.43
C -6.41 0.36 2.44
C 3.13 1.39 0.99
N -1.69 -1.13 -0.50
H 0.76 -2.88 -1.98
H -4.33 -3.86 0.97
C 0.82 5.68 3.31
H 0.61 -2.29 -5.30
C 2.20 -5.87 0.74
H 3.13 4.69 -0.84
C 4.01 2.29 1.54
C 3.62 -4.98 2.38
C -1.35 -0.86 4.80
C -3.93 0.65 2.75
C 4.56 0.83 -0.75
H 1.37 4.20 -5.76
O 1.72 -1.26 1.83
C -2.16 1.89 2.18
N -2.05 0.78 1.36
C -1.14 0.18 5.69
H -5.08 -0.99 3.48
C -2.43 -3.02 -1.67
C 3.05 -3.73 2.24
C 0.94 1.38 -3.79
N 0.05 0.55 -1.81
H -1.48 -4.22 -3.16
C 1.29 4.22 0.12
C 0.26 1.25 4.01
H 2.28 -3.65 -2.45
H 3.74 2.82 2.44
H 3.39 -2.89 2.84
Cl -1.90 0.16 7.24
H 1.21 5.46 -2.36
C 2.04 -3.57 1.31
H -5.44 3.56 3.05
N 2.24 -0.17 -0.59
H -6.50 -3.92 -0.20
C 0.19 0.30 -4.12
C -3.49 -1.16 1.13
C -3.67 2.83 4.09
C 0.16 5.64 1.93
N 1.73 -7.02 -0.07
H 0.80 -4.53 -0.16
O 4.95 -4.23 4.12
C 1.43 -2.23 1.12
C 0.42 4.39 1.15
H -3.98 4.51 2.74
C 0.84 1.51 -2.37
O 0.56 -2.07 0.20
N 4.71 -5.16 3.37
C -0.79 -0.76 3.53
Cl -2.32 -2.21 5.24
C 3.22 -6.07 1.64
C 5.50 1.71 -0.22
C -0.94 -1.44 -2.80
H -4.21 2.33 4.90
F 1.94 1.21 1.58
H -5.88 -2.27 -0.27
H 0.70 6.68 3.75
C 2.24 5.22 -0.46
C 0.75 -1.42 -5.94
Cl -1.06 -2.10 2.47
H -7.31 -0.12 2.85
C 1.01 2.93 -0.43
O 2.32 -8.08 0.07
H 0.50 -1.71 -6.96
O 0.78 -6.84 -0.81